(1)
DFT (ωB97M-V/def2-TZVPD) results for C23H31CaCl2N5O2S as an isolated structure.

Computed properties:
DFT total energy, Eh: -3315.6364
HOMO level, eV: -7.25
Multiplicity: 1
Relative energy (zero: lowest compared OMol25 entry of this formula, charge and spin), eV: 0.461

Element x y z (Å)
Ca 0.128 -0.365 0.207
C 1.019 -1.512 2.816
N 0.723 -0.084 2.607
C 1.881 0.719 3.036
C 2.057 2.087 2.378
C 2.570 2.091 0.935
N 1.619 1.573 -0.041
C 1.258 2.377 -0.971
C 0.345 2.108 -2.081
C -0.177 3.236 -2.740
C -1.057 3.129 -3.790
C -1.417 1.843 -4.230
C -0.899 0.721 -3.636
C -0.007 0.801 -2.537
O 0.455 -0.278 -2.000
C -0.513 0.222 3.344
C -1.097 1.628 3.237
C -1.434 2.136 1.823
N -1.695 1.037 0.920
C -2.848 0.933 0.381
C -3.280 -0.155 -0.484
C -4.403 0.081 -1.292
C -4.902 -0.872 -2.145
C -4.279 -2.128 -2.172
C -3.204 -2.403 -1.368
C -2.646 -1.431 -0.493
O -1.634 -1.727 0.253
H 1.198 -1.745 3.874
H 1.910 -1.796 2.251
H 0.170 -2.117 2.482
H 2.777 0.136 2.816
H 1.838 0.842 4.130
H 2.812 2.610 2.973
H 1.152 2.687 2.453
H 3.468 1.473 0.886
H 2.856 3.116 0.666
H 1.639 3.407 -0.943
H 0.129 4.219 -2.390
H -1.458 4.011 -4.270
H -2.113 1.733 -5.054
H -1.172 -0.270 -3.976
H -0.349 0.011 4.413
H -1.266 -0.486 2.990
H -0.460 2.354 3.745
H -2.023 1.583 3.818
H -0.588 2.696 1.417
H -2.282 2.828 1.872
H -3.590 1.721 0.560
H -4.872 1.059 -1.241
H -5.758 -0.664 -2.773
H -4.657 -2.899 -2.836
H -2.732 -3.379 -1.380
N 3.128 -0.893 -1.567
C 3.851 -1.718 -0.775
N 4.201 -2.899 -1.307
S 4.319 -1.295 0.781
H 2.519 -1.257 -2.284
H 2.764 -0.047 -1.139
H 3.921 -3.166 -2.234
H 4.660 -3.570 -0.710
Cl 0.872 -3.516 -0.741
C 1.423 -4.945 0.155
Cl 2.868 -4.625 1.125
H 1.655 -5.720 -0.561
H 0.625 -5.248 0.819

***

(2)
DFT (ωB97M-V/def2-TZVPD) results for a 7-piece molecular cluster, C38H68F8N2O11PS2 overall at a distorted geometry.

Computed properties:
DFT total energy, Eh: -4361.8827
HOMO level, eV: -10.39
Multiplicity: 1
Charge: +1

Element x y z (Å)
C 1.286 0.501 -2.830
C 0.983 -1.064 -3.120
C 2.394 -1.804 -3.347
O 2.669 -2.893 -2.430
C 2.505 -2.494 -1.056
C 3.578 -3.208 -0.063
O 3.851 -4.609 -0.305
C 5.030 -2.523 -0.163
P 6.044 -2.647 -1.766
S 7.431 -4.016 -1.450
N 4.883 -1.184 0.529
C 3.940 -1.380 1.466
S 3.559 0.089 2.556
O 4.911 0.654 2.964
O 2.838 -0.260 3.825
C 2.719 1.425 1.559
F 3.771 2.151 0.903
F 1.947 0.798 0.544
C 1.914 2.494 2.450
F 1.954 3.727 1.731
F 2.484 2.722 3.731
C 0.364 2.134 2.680
F -0.145 3.143 3.559
F -0.404 2.271 1.485
F 0.155 0.900 3.329
C 3.289 -2.885 1.485
C 4.044 -3.708 2.637
N 3.520 -5.087 2.857
C 1.769 -2.643 1.973
C 0.812 -3.919 1.710
O 1.055 -4.823 0.898
F -0.356 -3.982 2.527
H 2.363 0.714 -2.504
H 0.583 0.985 -2.073
H 1.144 1.063 -3.830
H 0.407 -1.084 -4.123
H 0.296 -1.557 -2.355
H 3.255 -1.031 -3.410
H 2.350 -2.274 -4.404
H 2.531 -1.361 -0.900
H 1.474 -2.902 -0.721
H 3.838 -4.797 -1.271
H 5.729 -3.067 0.586
H 5.272 -3.118 -2.874
H 6.748 -1.421 -1.992
H 5.394 -0.294 0.336
H 3.862 -3.126 3.624
H 5.180 -3.780 2.520
H 4.263 -5.582 3.381
H 3.305 -5.579 1.979
H 1.377 -1.690 1.458
H 1.734 -2.472 3.111
C 0.899 6.124 -3.182
C 0.181 5.786 -1.895
C -0.234 4.347 -2.134
O 0.757 3.766 -2.993
C 1.588 4.815 -3.513
H 1.594 6.960 -3.091
H 0.169 6.369 -3.961
H 0.881 5.839 -1.055
H -0.664 6.442 -1.677
H -1.198 4.292 -2.650
H -0.300 3.771 -1.207
H 2.564 4.745 -3.019
H 1.729 4.674 -4.586
C -4.741 0.906 1.373
C -3.292 0.975 0.949
C -3.228 -0.086 -0.132
O -4.522 -0.131 -0.746
C -5.440 0.623 0.059
H -5.101 1.814 1.860
H -4.887 0.067 2.062
H -3.078 1.960 0.519
H -2.586 0.797 1.763
H -3.024 -1.075 0.293
H -2.470 0.132 -0.889
H -5.670 1.551 -0.476
H -6.366 0.057 0.188
C 6.451 3.240 4.668
C 7.567 4.255 4.559
C 8.774 3.443 4.984
O 8.517 2.085 4.598
C 7.140 1.966 4.222
H 5.574 3.484 4.065
H 6.133 3.148 5.712
H 7.678 4.573 3.517
H 7.414 5.145 5.172
H 8.904 3.464 6.071
H 9.698 3.789 4.516
H 7.099 1.853 3.133
H 6.709 1.073 4.681
C -4.464 4.822 -5.099
C -4.055 5.167 -6.514
C -2.782 4.360 -6.680
O -2.921 3.192 -5.859
C -4.057 3.365 -5.001
H -5.524 4.983 -4.897
H -3.884 5.421 -4.389
H -4.816 4.813 -7.217
H -3.907 6.235 -6.681
H -1.908 4.917 -6.325
H -2.607 4.062 -7.716
H -4.853 2.706 -5.363
H -3.796 3.069 -3.982
C -6.768 -2.298 -1.954
C -7.016 -3.639 -1.301
C -7.890 -4.334 -2.328
O -7.508 -3.821 -3.611
C -6.666 -2.675 -3.419
H -5.879 -1.787 -1.584
H -7.632 -1.643 -1.796
H -6.070 -4.179 -1.189
H -7.487 -3.570 -0.318
H -8.948 -4.098 -2.174
H -7.769 -5.419 -2.316
H -5.643 -2.963 -3.684
H -6.985 -1.869 -4.084
C -3.958 -4.715 5.310
C -3.345 -3.870 4.216
C -4.148 -4.294 3.002
O -5.453 -4.654 3.473
C -5.418 -4.743 4.904
H -3.802 -4.316 6.313
H -3.541 -5.727 5.275
H -3.518 -2.809 4.426
H -2.272 -4.023 4.091
H -3.709 -5.176 2.523
H -4.233 -3.499 2.256
H -5.959 -3.879 5.306
H -5.927 -5.654 5.228

***

(3)
DFT (ωB97M-V/def2-TZVPD) results for C7H14 in the gas phase.

Computed properties:
DFT total energy, Eh: -275.0924
HOMO level, eV: -10.28
Multiplicity: 1
Relative energy (zero: lowest compared OMol25 entry of this formula, charge and spin), eV: 0.649
SMILES: C[C@@H]1[C@H](C)C[C@@H]1C

Element x y z (Å)
C -0.002 1.519 0.701
C -0.065 0.682 -0.570
C -1.093 -0.479 -0.506
C -2.387 -0.321 0.278
C 0.060 -1.381 0.004
C 1.037 -0.396 -0.676
C 2.407 -0.069 -0.126
H 0.883 2.161 0.706
H 0.041 0.903 1.605
H -0.882 2.163 0.785
H -0.126 1.355 -1.432
H -1.338 -0.780 -1.533
H -2.205 -0.058 1.327
H -3.007 0.473 -0.160
H -2.975 -1.247 0.262
H 0.068 -2.429 -0.307
H 0.140 -1.346 1.097
H 1.132 -0.685 -1.729
H 2.752 0.864 -0.576
H 2.385 0.079 0.955
H 3.144 -0.839 -0.349

***

What did the first record say?
DFT (ωB97M-V/def2-TZVPD) results for C23H31CaCl2N5O2S as an isolated structure.

Computed properties:
DFT total energy, Eh: -3315.6364
HOMO level, eV: -7.25
Multiplicity: 1
Relative energy (zero: lowest compared OMol25 entry of this formula, charge and spin), eV: 0.461

Element x y z (Å)
Ca 0.128 -0.365 0.207
C 1.019 -1.512 2.816
N 0.723 -0.084 2.607
C 1.881 0.719 3.036
C 2.057 2.087 2.378
C 2.570 2.091 0.935
N 1.619 1.573 -0.041
C 1.258 2.377 -0.971
C 0.345 2.108 -2.081
C -0.177 3.236 -2.740
C -1.057 3.129 -3.790
C -1.417 1.843 -4.230
C -0.899 0.721 -3.636
C -0.007 0.801 -2.537
O 0.455 -0.278 -2.000
C -0.513 0.222 3.344
C -1.097 1.628 3.237
C -1.434 2.136 1.823
N -1.695 1.037 0.920
C -2.848 0.933 0.381
C -3.280 -0.155 -0.484
C -4.403 0.081 -1.292
C -4.902 -0.872 -2.145
C -4.279 -2.128 -2.172
C -3.204 -2.403 -1.368
C -2.646 -1.431 -0.493
O -1.634 -1.727 0.253
H 1.198 -1.745 3.874
H 1.910 -1.796 2.251
H 0.170 -2.117 2.482
H 2.777 0.136 2.816
H 1.838 0.842 4.130
H 2.812 2.610 2.973
H 1.152 2.687 2.453
H 3.468 1.473 0.886
H 2.856 3.116 0.666
H 1.639 3.407 -0.943
H 0.129 4.219 -2.390
H -1.458 4.011 -4.270
H -2.113 1.733 -5.054
H -1.172 -0.270 -3.976
H -0.349 0.011 4.413
H -1.266 -0.486 2.990
H -0.460 2.354 3.745
H -2.023 1.583 3.818
H -0.588 2.696 1.417
H -2.282 2.828 1.872
H -3.590 1.721 0.560
H -4.872 1.059 -1.241
H -5.758 -0.664 -2.773
H -4.657 -2.899 -2.836
H -2.732 -3.379 -1.380
N 3.128 -0.893 -1.567
C 3.851 -1.718 -0.775
N 4.201 -2.899 -1.307
S 4.319 -1.295 0.781
H 2.519 -1.257 -2.284
H 2.764 -0.047 -1.139
H 3.921 -3.166 -2.234
H 4.660 -3.570 -0.710
Cl 0.872 -3.516 -0.741
C 1.423 -4.945 0.155
Cl 2.868 -4.625 1.125
H 1.655 -5.720 -0.561
H 0.625 -5.248 0.819

***

Q: HOMO level of number 2 (C38H68F8N2O11PS2)?
A: -10.39 eV